(1)
The following is a quantum chemistry calculation of a single C2H5NS molecule in a non-equilibrium geometry, from the OMol25 dataset.

Each atom is followed by the atoms it is bonded to, with distances in Å.
Positions of all 9 atoms, in Å:
1 C -1.2818 0.4824 0.6575  S2 1.736, H5 1.075, H6 0.972
2 S 0.2985 -0.1595 0.9805  C1 1.736, C3 1.886, N4 1.531
3 C 0.6750 -0.8652 -0.7273  S2 1.886, H7 1.083, H8 1.227, H9 1.076
4 N 0.7698 1.2928 1.0891  S2 1.531
5 H -1.7906 1.0438 1.4198  C1 1.075
6 H -1.1924 0.9767 -0.1743  C1 0.972
7 H 1.4207 -1.6493 -0.6795  C3 1.083
8 H 1.3466 -0.0330 -1.3282  C3 1.227
9 H -0.2458 -1.0885 -1.2375  C3 1.076

Its energy is -14474.4214 eV. Its relative energy (zero: lowest compared OMol25 entry of this formula, charge and spin) is 136.4 kcal per mole. Its gap between HOMO and LUMO (spin up / spin down) is 7.94 / 7.89 eV. For the HOMO energy (spin up / spin down), the calculation gives -8.7 / -8.4 eV. As for the SMILES: C=S(C)#N. The lowest unoccupied orbital energy (spin up / spin down) is -0.8 / -0.5 eV.

Atomic partial charges in e from the Löwdin method, atoms 1 to 8: C -0.186; S 0.692; C -0.277; N -0.338; H 0.029; H -0.062; H 0.012; H 0.111



(2)
The following is a quantum chemistry calculation of 2 unconnected molecules or ions with the total composition C2H5NS in a non-equilibrium geometry, from the OMol25 dataset.

Each atom is followed by the atoms it is bonded to, with distances in Å.
Positions of all 9 atoms, in Å:
1 C 0.2607 1.2487 -0.6886  N2 1.251, H3 1.173, H4 1.106
2 N -0.5474 0.5056 -0.0889  C1 1.251, H5 1.038
3 H 0.0416 2.1771 -1.3717  C1 1.173
4 H 1.3483 1.1780 -0.4991  C1 1.106
5 H -1.5462 0.6648 -0.3211  N2 1.038
6 C -0.0479 -1.4275 0.6463  S7 1.629, H8 1.056, H9 1.008
7 S 1.2852 -1.0797 1.5154  C6 1.629
8 H -1.0240 -1.4478 1.0483  C6 1.056
9 H 0.2296 -1.8191 -0.2406  C6 1.008

Its energy is -14477.5184 eV. Its relative energy (zero: lowest compared OMol25 entry of this formula, charge and spin) is 65.0 kcal per mole. Its gap between HOMO and LUMO is 8.26 eV. For the HOMO energy, the calculation gives -7.8 eV. As for the SMILES: C=N.C=S. The lowest unoccupied orbital energy is 0.5 eV.

Atomic partial charges in e from the Löwdin method, atoms 1 to 8: C -0.091; N -0.032; H 0.109; H 0.063; H 0.101; C -0.616; S 0.498; H 0.008